i:
Molecular formula: C21H56N4O6
Method: DFT, ωB97M-V/def2-TZVPD

Geometry (Å):
C  2.05957  6.61845  4.74358
C  2.67936  5.21420  5.08491
C  3.64560  4.82560  4.01900
O  3.05180  4.56872  2.80861
C  2.52944  3.22458  2.61576
N  3.39763  5.32671  6.29045
H  1.23480  6.83183  5.42352
H  1.55790  6.74676  3.78443
H  2.77250  7.41555  4.95442
H  1.82138  4.54227  5.10681
H  4.44125  4.12251  4.26539
H  4.37076  5.61867  3.83652
H  1.72277  3.19205  3.34810
H  3.16159  2.38914  2.91661
H  2.11555  3.02255  1.62785
H  3.99536  6.14046  6.31573
H  3.86698  4.48998  6.60618
C  1.98895  2.97658  -2.85296
C  0.87479  3.60942  -3.65600
C  -0.48744  3.63732  -2.94026
O  -1.50169  3.90715  -3.86638
C  -2.85558  4.07416  -3.39748
N  1.25670  4.97113  -4.04312
H  2.45502  3.71032  -2.19530
H  2.72517  2.70411  -3.60917
H  1.78565  2.14534  -2.17783
H  0.78629  3.10802  -4.61977
H  -0.40546  4.28177  -2.06501
H  -0.76507  2.63167  -2.62454
H  -2.80453  4.84521  -2.62873
H  -3.32376  3.16158  -3.02855
H  -3.63376  4.34958  -4.10930
H  1.80394  4.93411  -4.89122
H  0.39141  5.32669  -4.42386
C  2.96186  -1.29907  -1.52676
C  1.65819  -2.02593  -2.09892
C  1.45998  -3.44769  -1.43776
O  2.64124  -4.23788  -1.55349
C  2.48737  -5.53330  -0.90770
N  0.65428  -0.96243  -1.93645
H  2.95401  -1.27326  -0.43709
H  3.18312  -0.28772  -1.86780
H  3.89328  -1.83247  -1.71660
H  1.66588  -2.19089  -3.17633
H  0.64079  -3.92001  -1.97992
H  1.08924  -3.33723  -0.41872
H  3.26399  -6.13476  -1.38014
H  1.54294  -6.03602  -1.11607
H  2.80764  -5.44623  0.13054
H  0.77873  -0.30159  -2.69005
H  -0.31090  -1.22455  -2.07720
O  1.17784  0.68225  0.41312
H  0.75463  0.08003  -0.19881
H  1.77737  1.19409  -0.12984
O  0.59053  0.01484  2.87455
H  0.64908  0.00209  1.91923
H  1.31194  -0.54235  3.16667
C  -4.08629  -2.62301  1.87470
C  -2.71360  -2.79881  1.25329
C  -1.96475  -4.17759  1.52217
C  -2.56089  -5.33467  0.72527
C  -2.25404  -4.85064  -0.71505
C  -2.85319  -3.52126  -1.26042
N  -2.77572  -2.48632  -0.17648
O  -3.34674  -1.27669  -0.54179
C  -2.22022  -3.22480  -2.60776
C  -4.39449  -3.61591  -1.58107
C  -1.81217  -1.66342  1.88098
H  -4.17659  -2.79813  2.94675
H  -4.76110  -3.33334  1.39705
H  -4.67892  -1.70883  1.84079
H  -0.93901  -4.02758  1.18533
H  -2.08702  -4.48392  2.56107
H  -3.63823  -5.48650  0.79139
H  -1.90124  -6.18202  0.91225
H  -2.45065  -5.67089  -1.40544
H  -1.17740  -4.85891  -0.88499
H  -2.65497  -2.45932  -3.25052
H  -1.21048  -3.02647  -2.24836
H  -2.07666  -4.09257  -3.25156
H  -5.00698  -2.78940  -1.94141
H  -4.64346  -4.37474  -2.32289
H  -4.85180  -3.98158  -0.66169
H  -1.75352  -1.97181  2.92480
H  -2.25120  -0.67173  1.77188
H  -0.84312  -1.55910  1.39296
H  -4.26358  -1.55432  -0.60448

HOMO (spin up / spin down) = -9.82 / -9.82 eV
Frontier orbital gap (spin up / spin down) = 7.25 / 3.10 eV
2S+1 = 2
E_LUMO (spin up / spin down) = -2.575 / -6.724 eV
Charge = +1

***

ii:
Molecular formula: C21H56N4O6
Method: DFT, ωB97M-V/def2-TZVPD

Geometry (Å):
C  -3.95918  0.31384  1.50061
O  -3.77916  1.74528  1.56382
C  -2.56628  2.38095  1.99864
C  -2.59532  3.92031  1.69921
N  -2.04020  4.69804  2.79690
C  -1.79030  6.10967  2.44601
C  -0.80479  6.31932  1.22085
O  -1.57553  6.20569  0.02242
C  -0.90572  6.73995  -1.04974
H  -3.32783  -0.13085  0.73135
H  -4.99772  0.07922  1.26719
H  -3.65390  -0.28854  2.35621
H  -1.76900  1.88378  1.44613
H  -2.48606  2.12828  3.05591
H  -3.61953  4.24016  1.50745
H  -2.13613  4.04544  0.71860
H  -2.66668  4.57871  3.58010
H  -1.20393  6.65708  3.18399
H  -2.75956  6.60695  2.40925
H  -0.05052  5.54058  1.10795
H  -0.33070  7.29680  1.30955
H  -1.32699  6.24248  -1.92333
H  0.16211  6.54294  -0.95475
H  -1.12042  7.80847  -1.06607
C  2.32097  2.09768  1.51976
C  1.38766  1.50288  2.61699
C  2.14171  0.53002  3.57509
O  3.02583  -0.26751  2.75300
C  2.48370  -1.54794  2.25526
N  0.65910  2.63575  3.20137
H  1.72582  2.84821  0.99955
H  2.45874  1.32742  0.76094
H  3.21672  2.51481  1.97991
H  0.59313  0.99975  2.06593
H  1.57655  -0.12042  4.24263
H  2.72169  1.02842  4.35183
H  2.47233  -1.57438  1.16564
H  1.65466  -1.84621  2.89700
H  3.27581  -2.28726  2.37384
H  -0.04167  2.98228  2.56188
H  1.27370  3.35954  3.54560
C  0.18585  -0.52012  -5.16398
C  -0.98563  0.47256  -5.46316
C  -2.24103  0.45501  -4.48218
O  -3.05372  -0.65191  -4.84964
C  -4.34614  -0.78075  -4.22005
N  -0.45019  1.78105  -5.80684
H  -0.17714  -1.53586  -5.00709
H  0.68233  -0.31077  -4.21647
H  1.02334  -0.52606  -5.86161
H  -1.44936  0.08809  -6.37158
H  -2.84531  1.34486  -4.65859
H  -1.89944  0.49593  -3.44790
H  -5.05389  -0.41139  -4.96219
H  -4.37411  -0.29811  -3.24313
H  -4.61478  -1.82233  -4.04388
H  0.31815  2.13396  -5.25438
H  -1.21734  2.43622  -5.75860
C  4.09938  -5.37518  -0.88151
C  4.45906  -4.99461  0.62613
C  3.49437  -5.57346  1.73984
O  2.23146  -4.89133  1.69486
C  1.07440  -5.56082  2.27021
N  5.84209  -5.34093  0.90809
H  4.69793  -6.21818  -1.22674
H  4.56925  -4.61309  -1.50323
H  3.07589  -5.34900  -1.25553
H  4.42583  -3.91820  0.79448
H  3.96092  -5.42287  2.71336
H  3.32001  -6.64152  1.60966
H  0.16587  -4.97174  2.39532
H  1.42072  -5.93007  3.23552
H  0.79587  -6.40065  1.63365
H  6.16309  -5.16718  1.84982
H  6.47482  -4.76611  0.37019
C  -0.58106  -3.40661  -1.02719
C  -0.89651  -2.11190  -0.23109
C  -1.19948  -0.96005  -1.15017
O  -2.08148  -2.40894  0.52649
H  0.49554  -3.38000  -1.19549
H  -1.14811  -3.60306  -1.93711
H  -0.58112  -4.31760  -0.42870
H  -0.03496  -1.77838  0.34736
H  -1.22322  -0.09209  -0.49124
H  -2.02117  -1.18889  -1.82881
H  -0.28827  -0.71742  -1.69691
H  -1.85550  -3.09766  1.15593

HOMO (spin up / spin down) = -10.69 / -10.69 eV
Frontier orbital gap (spin up / spin down) = 8.36 / 2.68 eV
2S+1 = 2
E_LUMO (spin up / spin down) = -2.334 / -8.015 eV
Charge = +1

***

It turns out i is the most stable, with the second structure 1.156 eV higher.

***

i:
Molecular formula: C3H5F2N
Method: DFT, ωB97M-V/def2-TZVPD

Geometry (Å):
N  -1.19822  -0.57365  -0.73096
C  -0.00075  -0.57764  0.04667
F  0.53119  -1.79662  0.52480
C  0.19239  0.55023  1.00835
C  0.95536  0.54786  -0.29687
F  2.30849  0.49919  -0.37153
H  -1.29857  -0.92165  -1.61693
H  -2.15734  -0.42040  -0.38927
H  0.80422  0.13714  1.79419
H  -0.69926  1.31279  1.09675
H  0.56248  1.24274  -1.06521

HOMO = -9.94 eV
Frontier orbital gap = 10.91 eV
SMILES string = N[C@]1(F)C[C@H]1F
2S+1 = 1
E_LUMO = 0.972 eV

***

ii:
Molecular formula: C3H5F2N
Method: DFT, ωB97M-V/def2-TZVPD

Geometry (Å):
F  0.21214  1.69156  0.95286
C  -0.26040  0.84771  -0.01104
F  -1.04590  1.50946  -0.83040
C  0.90222  0.08191  -0.60078
N  0.55179  -0.95917  0.44531
C  -0.81816  -0.42605  0.61267
H  1.95514  0.43034  -0.58933
H  0.68736  -0.11329  -1.62860
H  0.65893  -1.91618  0.11085
H  -1.57734  -0.84154  -0.08370
H  -1.26579  -0.30476  1.62216

HOMO = -9.68 eV
Frontier orbital gap = 10.69 eV
SMILES string = FC1(F)CNC1
2S+1 = 1
E_LUMO = 1.008 eV

***

It turns out ii is the most stable, with the second structure 0.694 eV higher.

***

i:
Molecular formula: CH4Cl2OSi
Method: DFT, ωB97M-V/def2-TZVPD

Geometry (Å):
C  -0.47333  0.14352  -0.69905
O  0.77534  0.62892  -0.20116
Si  2.13941  0.04997  0.41439
Cl  3.66202  1.19961  -0.15899
Cl  2.51781  -1.90991  -0.10444
H  -1.06499  1.03078  -0.80883
H  -0.95061  -0.59342  0.06374
H  -0.31116  -0.50280  -1.60004
H  2.38560  -0.07072  1.94898

HOMO = -10.98 eV
Frontier orbital gap = 11.69 eV
SMILES string = CO[SiH](Cl)Cl
2S+1 = 1
E_LUMO = 0.713 eV

***

ii:
Molecular formula: CH4Cl2OSi
Method: DFT, ωB97M-V/def2-TZVPD

Geometry (Å):
C  -0.17536  1.80624  -0.78462
Si  -0.23308  0.59615  0.68670
O  0.36657  -0.75976  0.88680
Cl  -1.52089  1.36858  1.94816
H  -1.12730  2.40368  -0.78934
H  0.74531  2.37282  -0.70031
H  -0.15794  1.26993  -1.75873
Cl  1.55874  -4.84383  0.00277
H  0.54395  -4.21380  0.50857

HOMO = -10.92 eV
Frontier orbital gap = 10.91 eV
SMILES string = C[Si](=O)Cl.Cl
2S+1 = 1
E_LUMO = -0.010 eV

***

iii:
Molecular formula: CH4Cl2OSi
Method: DFT, ωB97M-V/def2-TZVPD

Geometry (Å):
C  0.39261  -0.46488  -1.04264
Si  -0.42208  0.14674  0.47236
O  0.41482  1.27371  1.32554
Cl  -0.78220  -1.38277  2.19968
Cl  -2.31364  0.80393  -0.06959
H  0.85676  -1.40244  -0.63733
H  -0.40102  -0.74019  -1.70671
H  1.06248  0.15745  -1.44562
H  1.19226  1.60846  0.90431

HOMO = -10.86 eV
Frontier orbital gap = 11.13 eV
SMILES string = C[Si](O)(Cl)Cl
2S+1 = 1
E_LUMO = 0.272 eV

***

It turns out iii is the most stable, with the second structure 0.595 eV higher.

***

i:
Molecular formula: C9H7NO
Method: DFT, ωB97M-V/def2-TZVPD

Geometry (Å):
C  -2.54470  0.97174  -1.20308
C  -1.41373  0.81957  -2.05433
C  -0.26541  0.35153  -1.43605
C  -0.12044  0.09739  -0.09436
C  1.15614  -0.45182  0.47147
N  2.15219  -1.05851  -0.07944
C  3.09725  -1.18182  0.77317
C  2.57958  -0.69834  1.97688
O  1.35298  -0.18470  1.72433
C  -1.25178  0.18655  0.68165
C  -2.45014  0.61702  0.15525
H  -3.32477  1.32381  -1.66582
H  -1.54146  0.95483  -3.28043
H  0.52159  0.06794  -2.12431
H  4.04599  -1.68381  0.67995
H  2.88807  -0.56545  2.86814
H  -1.37710  -0.18317  1.86082
H  -3.50427  0.61724  0.74617

HOMO = -8.55 eV
Frontier orbital gap = 9.31 eV
SMILES string = c1ccc(-c2ncco2)cc1
2S+1 = 1
E_LUMO = 0.763 eV

***

ii:
Molecular formula: C9H7NO
Method: DFT, ωB97M-V/def2-TZVPD

Geometry (Å):
O  -2.96775  -0.60581  -0.33571
C  -1.83089  -0.41470  -0.72651
C  -1.38347  -0.39940  -2.11245
C  -0.08228  -0.34640  -2.40233
N  0.84529  -0.05856  -1.49477
C  0.59458  0.19509  -0.18882
C  1.62798  0.54792  0.69797
C  1.43342  0.85464  2.05466
C  0.26671  0.08328  2.50919
C  -0.82710  -0.15926  1.65705
C  -0.60032  -0.21434  0.18281
H  -2.13203  -0.51973  -2.74610
H  0.31438  -0.15006  -3.43035
H  1.86511  0.04100  -1.84483
H  2.48764  0.66097  0.09343
H  2.18106  1.33002  2.65353
H  -0.00505  -0.09038  3.56151
H  -1.78727  -0.75430  1.87171

HOMO = -8.33 eV
Frontier orbital gap = 8.64 eV
SMILES string = O=c1cc[nH]c2ccccc12
2S+1 = 1
E_LUMO = 0.305 eV

***

It turns out ii is the most stable, with the second structure 0.518 eV higher.